(1)
A molecular structure, C66H51F3N4O2PS3Zn, computed with wB97M-V/def2-TZVPD.

Output
Highest occupied orbital energy ... -4.383 eV
Gap between HOMO and LUMO ... 6.09 eV
E_LUMO ... 1.7 eV
ΔE to the lowest compared entry with this formula, charge and spin ... 6.473 eV

ORCA input file:
```
! RIJCOSX wB97M-V def2-TZVPD def2/J DEFGRID3
* xyz -1 1
Zn 0.54 -0.65 -0.16
C -1.22 -0.99 7.12
C -0.65 -1.87 6.22
C -0.28 -1.43 4.96
C -0.46 -0.10 4.58
C -1.03 0.78 5.50
C -1.41 0.34 6.76
P 0.05 0.35 2.87
C -0.66 2.05 2.83
C -2.12 1.97 2.60
C -2.86 2.73 1.54
C -1.76 5.01 0.42
C -0.51 4.92 1.25
C 0.08 3.15 2.92
C 1.85 0.62 3.11
C 2.30 1.16 4.28
C 3.66 1.40 4.52
C 4.57 1.06 3.56
C 4.15 0.47 2.34
C 5.13 0.12 1.38
C 4.75 -0.48 0.22
C 3.38 -0.73 -0.03
C 2.37 -0.40 0.84
C 2.77 0.22 2.08
H -1.53 -1.33 8.10
H -0.50 -2.91 6.49
H 0.15 -2.13 4.25
H -1.17 1.82 5.23
H -1.86 1.03 7.46
H -2.51 0.97 2.73
H -3.64 2.11 1.12
H -2.08 5.81 -0.22
H 0.25 5.63 0.93
H 1.15 3.04 3.06
H 1.58 1.43 5.05
H 3.98 1.83 5.46
H 5.63 1.23 3.72
H 6.18 0.32 1.60
H 5.49 -0.77 -0.52
H 3.13 -1.21 -0.97
N 1.14 -0.03 -2.28
S 0.54 0.27 -3.55
N 0.90 1.80 -4.20
S 0.21 3.05 -3.66
N -0.40 3.25 -2.28
S 0.25 2.88 -0.75
N 0.30 1.55 -0.21
C -0.81 3.89 0.22
C -2.24 3.58 0.46
C -3.11 3.07 3.00
C -2.72 4.33 3.66
C -1.57 4.98 3.57
C -0.38 4.59 2.75
C 1.81 3.75 -0.82
C 1.92 5.10 -1.13
C 3.17 5.68 -1.13
C 4.29 4.91 -0.84
C 4.17 3.57 -0.54
C 2.91 2.97 -0.52
C -1.17 3.44 -4.74
C -2.43 3.67 -4.23
C -3.47 3.90 -5.12
C -3.24 3.89 -6.48
C -1.96 3.65 -6.98
C -0.92 3.41 -6.10
C 1.40 4.34 -4.01
C 0.96 5.64 -4.16
C 1.89 6.65 -4.36
C 3.24 6.34 -4.40
C 3.67 5.03 -4.23
C 2.75 4.02 -4.04
C 1.11 -0.71 -4.93
C 0.54 -1.96 -5.09
C 1.08 -2.83 -6.02
C 2.19 -2.46 -6.76
C 2.78 -1.22 -6.57
C 2.24 -0.34 -5.64
C -1.24 0.34 -3.79
C -1.78 0.47 -5.07
C -3.15 0.62 -5.20
C -3.95 0.65 -4.06
C -3.39 0.54 -2.80
C -2.02 0.38 -2.66
H -2.72 3.31 -0.48
H -4.05 2.68 3.36
H -3.49 4.75 4.30
H -1.47 5.90 4.14
H 0.45 5.21 3.10
H 1.04 5.68 -1.37
H 3.28 6.73 -1.37
H 5.27 5.37 -0.84
H 5.04 2.97 -0.30
H 2.77 1.93 -0.28
H -2.59 3.65 -3.16
H -4.47 4.07 -4.74
H -4.06 4.07 -7.17
H -1.78 3.64 -8.05
H 0.08 3.20 -6.47
H -0.10 5.87 -4.12
H 1.56 7.67 -4.49
H 3.97 7.13 -4.55
H 4.73 4.80 -4.24
H 3.06 2.99 -3.90
H -0.30 -2.26 -4.48
H 0.64 -3.81 -6.15
H 2.62 -3.15 -7.48
H 3.66 -0.93 -7.13
H 2.69 0.63 -5.47
H -1.14 0.45 -5.94
H -3.59 0.71 -6.18
H -5.02 0.77 -4.16
H -4.00 0.55 -1.90
H -1.58 0.28 -1.67
O -3.69 -0.09 0.43
C -2.69 -0.82 0.59
O -1.55 -0.60 0.08
C -2.86 -2.08 1.41
C -1.77 -2.86 1.76
C -1.95 -4.03 2.48
C -3.23 -4.43 2.86
C -4.32 -3.65 2.51
C -4.14 -2.48 1.79
H -0.78 -2.56 1.44
H -1.09 -4.64 2.74
H -3.37 -5.35 3.42
H -5.32 -3.96 2.80
H -4.97 -1.85 1.51
F 1.54 -2.93 -1.89
C 0.47 -2.63 -1.06
F -0.61 -2.78 -1.95
F 0.38 -3.77 -0.29
*
```



(2)
A molecular structure, C66H62N6OP2PtS4, computed with wB97M-V/def2-TZVPD.

Output
Highest occupied orbital energy (alpha / beta) ... -11.043 / -11.179 eV
Gap between HOMO and LUMO (alpha / beta) ... 6.28 / 6.34 eV
E_LUMO (alpha / beta) ... -4.8 / -4.8 eV
ΔE to the lowest compared entry with this formula, charge and spin ... 1.881 eV

ORCA input file:
```
! RIJCOSX wB97M-V def2-TZVPD def2/J DEFGRID3
* xyz 2 1
Pt 0.87 -0.05 -0.61
N 3.04 1.39 -1.96
P 3.06 -0.23 -1.39
C 4.73 -0.31 -0.73
C 4.92 -0.25 0.65
C 6.21 -0.18 1.17
C 7.30 -0.16 0.31
C 7.11 -0.19 -1.07
C 5.83 -0.26 -1.59
C 3.05 -1.22 -2.91
C 3.88 -2.33 -3.06
C 3.80 -3.09 -4.22
C 2.89 -2.76 -5.22
C 2.05 -1.67 -5.05
C 2.12 -0.90 -3.90
P 1.79 2.10 -1.04
C 2.72 2.50 0.49
C 2.43 1.83 1.67
C 3.18 2.06 2.82
C 4.21 2.98 2.79
C 4.50 3.67 1.61
C 3.76 3.43 0.47
C 1.60 3.74 -1.79
C 0.65 4.63 -1.28
C 0.56 5.92 -1.77
C 1.43 6.34 -2.78
C 2.37 5.46 -3.29
C 2.46 4.16 -2.81
H 3.05 1.48 -2.97
H 4.07 -0.25 1.31
H 6.36 -0.14 2.24
H 8.30 -0.13 0.71
H 7.96 -0.15 -1.73
H 5.69 -0.27 -2.67
H 4.58 -2.60 -2.29
H 4.45 -3.95 -4.34
H 2.84 -3.35 -6.12
H 1.33 -1.42 -5.83
H 1.45 -0.06 -3.77
H 1.62 1.10 1.70
H 2.95 1.53 3.74
H 4.80 3.17 3.68
H 5.31 4.39 1.59
H 4.00 3.96 -0.44
H 0.00 4.32 -0.48
H -0.17 6.60 -1.36
H 1.37 7.35 -3.15
H 3.06 5.79 -4.06
H 3.21 3.50 -3.21
N -1.10 0.56 -0.58
S -2.30 1.37 -0.52
N -3.69 0.71 -0.03
S -3.70 -0.34 1.13
N -3.29 -1.77 0.86
S -1.85 -2.00 -0.10
N 0.22 -2.02 -1.06
C -2.67 -1.98 -1.72
C -2.02 -1.49 -2.85
C -2.67 -1.49 -4.07
C -3.97 -1.98 -4.17
C -4.62 -2.46 -3.04
C -3.97 -2.46 -1.81
C -1.75 -3.75 0.26
C -1.35 -4.05 1.56
C -1.15 -5.36 1.92
C -1.36 -6.38 0.99
C -1.77 -6.07 -0.29
C -1.96 -4.75 -0.67
C -5.38 -0.38 1.64
C -6.28 0.56 1.15
C -7.60 0.49 1.59
C -7.98 -0.49 2.49
C -7.05 -1.42 2.97
C -5.74 -1.36 2.55
C -2.83 0.36 2.51
C -3.42 1.37 3.27
C -2.69 1.94 4.31
C -1.40 1.50 4.58
C -0.82 0.51 3.80
C -1.53 -0.07 2.76
C -2.17 2.81 0.52
C -3.28 3.64 0.72
C -3.17 4.70 1.60
C -1.97 4.92 2.28
C -0.88 4.09 2.07
C -0.98 3.03 1.18
C -2.85 1.99 -2.08
C -2.11 3.02 -2.65
C -2.45 3.48 -3.91
C -3.52 2.90 -4.59
C -4.25 1.88 -4.01
C -3.93 1.42 -2.74
H -1.01 -1.11 -2.78
H -2.16 -1.12 -4.95
H -4.47 -1.99 -5.13
H -5.63 -2.84 -3.10
H -4.46 -2.85 -0.93
H -1.22 -3.24 2.28
H -0.85 -5.60 2.93
H -1.21 -7.41 1.28
H -1.95 -6.86 -1.01
H -2.27 -4.51 -1.68
H -5.96 1.31 0.44
H -8.32 1.20 1.22
H -9.00 -0.55 2.83
H -7.36 -2.18 3.68
H -5.00 -2.07 2.90
H -4.42 1.71 3.05
H -3.14 2.72 4.90
H -0.85 1.92 5.41
H 0.19 0.18 4.00
H -1.08 -0.84 2.15
H -4.20 3.46 0.18
H -4.02 5.35 1.77
H -1.89 5.74 2.98
H 0.05 4.26 2.60
H -0.15 2.36 1.00
H -1.29 3.46 -2.11
H -1.89 4.29 -4.36
H -3.78 3.26 -5.58
H -5.08 1.44 -4.54
H -4.50 0.63 -2.27
O 1.42 -1.35 1.70
C 1.57 -2.47 2.17
C 1.51 -2.76 3.65
C 2.88 -3.37 4.04
C 4.07 -2.83 3.21
C 4.38 -3.58 1.89
C 3.32 -3.39 0.80
N 1.98 -3.54 1.40
H 0.69 -3.44 3.89
H 1.34 -1.82 4.17
H 2.85 -4.46 3.97
H 3.06 -3.14 5.09
H 4.97 -2.89 3.82
H 3.91 -1.77 3.00
H 4.48 -4.64 2.11
H 5.34 -3.23 1.51
H 3.44 -4.11 0.00
H 3.37 -2.39 0.37
H 1.91 -4.42 1.89
S 0.92 -3.20 -1.74
*
```



(3)
A molecular structure, C66H65N6OPRe, computed with wB97M-V/def2-TZVPD.

Output
Highest occupied orbital energy (alpha / beta) ... -12.418 / -12.538 eV
⟨S²⟩ ... 3.79
Gap between HOMO and LUMO (alpha / beta) ... 7.03 / 6.06 eV
E_LUMO (alpha / beta) ... -5.4 / -6.5 eV
ΔE to the lowest compared entry with this formula, charge and spin ... 0.732 eV

ORCA input file:
```
! RIJCOSX wB97M-V def2-TZVPD def2/J DEFGRID3
* xyz 2 4
Re 0.28 -0.16 0.27
C -4.73 -0.11 -1.89
N -3.68 -0.32 -0.86
C -2.43 0.15 -0.91
N -1.79 -0.20 0.19
C -2.66 -0.95 1.00
C -3.84 -1.04 0.32
C -5.11 -1.71 0.69
C -5.66 -2.70 -0.13
C -6.83 -3.34 0.25
C -7.45 -3.01 1.45
C -6.90 -2.02 2.26
C -5.73 -1.38 1.89
C -2.43 -1.48 2.36
C -2.83 -2.79 2.63
C -2.76 -3.30 3.92
C -2.29 -2.50 4.96
C -1.90 -1.19 4.70
C -1.97 -0.68 3.41
P -1.85 1.34 -2.11
C -1.05 2.55 -0.99
N -0.02 2.40 -0.13
C 0.32 3.68 0.29
C -0.56 4.58 -0.25
N -1.40 3.86 -1.05
C -2.48 4.42 -1.90
C -0.59 6.06 -0.19
C 0.56 6.79 -0.45
C 0.55 8.18 -0.38
C -0.63 8.84 -0.06
C -1.79 8.12 0.19
C -1.77 6.74 0.12
C 1.53 4.04 1.06
C 2.76 3.56 0.63
C 3.95 4.03 1.19
C 3.90 4.97 2.21
C 2.67 5.43 2.67
C 1.49 4.98 2.09
C -0.27 0.62 -2.60
N 0.70 0.41 -1.75
C 1.86 0.10 -2.43
C 1.54 0.07 -3.77
N 0.19 0.43 -3.84
C -0.59 0.55 -5.10
C 2.30 -0.38 -4.96
C 2.90 -1.63 -4.95
C 3.61 -2.08 -6.05
C 3.72 -1.27 -7.18
C 3.13 -0.01 -7.20
C 2.41 0.43 -6.09
C 3.16 -0.04 -1.73
C 4.37 0.14 -2.41
C 5.58 -0.01 -1.75
C 5.63 -0.32 -0.40
C 4.44 -0.45 0.31
C 3.24 -0.30 -0.37
H -4.59 0.86 -2.36
H -4.69 -0.89 -2.64
H -5.70 -0.14 -1.40
H -5.16 -2.97 -1.06
H -7.25 -4.12 -0.39
H -8.36 -3.51 1.74
H -7.39 -1.75 3.19
H -5.30 -0.61 2.53
H -3.21 -3.42 1.83
H -3.06 -4.32 4.12
H -2.24 -2.90 5.97
H -1.57 -0.57 5.52
H -1.71 0.36 3.22
H -2.21 5.43 -2.19
H -2.60 3.82 -2.79
H -3.42 4.46 -1.35
H 1.48 6.27 -0.71
H 1.46 8.74 -0.59
H -0.64 9.93 -0.02
H -2.71 8.64 0.45
H -2.68 6.18 0.36
H 2.80 2.85 -0.21
H 4.90 3.69 0.81
H 4.82 5.34 2.66
H 2.63 6.16 3.47
H 0.53 5.37 2.43
H -0.21 -0.17 -5.81
H -1.63 0.34 -4.90
H -0.50 1.55 -5.52
H 2.81 -2.26 -4.06
H 4.08 -3.06 -6.04
H 4.28 -1.61 -8.04
H 3.22 0.63 -8.07
H 1.97 1.43 -6.10
H 4.37 0.40 -3.46
H 6.50 0.13 -2.30
H 6.58 -0.44 0.11
H 4.45 -0.67 1.37
H 2.36 -0.40 0.26
C 1.20 1.86 3.84
C 2.26 0.79 4.16
C 3.47 0.89 3.23
C 1.81 -0.66 4.21
C 2.21 -1.39 5.32
C 1.98 -2.75 5.42
C 1.36 -3.40 4.38
C 0.92 -2.71 3.26
C 0.32 -3.50 2.12
C -0.59 -4.64 2.56
C 1.44 -4.04 1.22
C 1.14 -1.34 3.19
O 0.72 -0.58 2.06
H 1.65 2.85 3.92
H 0.37 1.81 4.54
H 0.81 1.76 2.84
H 2.60 1.02 5.17
H 3.16 0.83 2.18
H 4.17 0.07 3.43
H 3.99 1.83 3.37
H 2.74 -0.87 6.11
H 2.32 -3.30 6.30
H 1.20 -4.47 4.44
H -0.28 -2.83 1.53
H -0.02 -5.46 3.01
H -1.12 -5.06 1.69
H -1.34 -4.31 3.29
H 2.07 -4.73 1.79
H 2.08 -3.23 0.84
H 1.02 -4.58 0.36
C -2.03 -3.77 -2.58
C -0.52 -3.91 -2.33
C 0.24 -3.74 -3.66
C -0.21 -5.29 -1.72
C -0.13 -2.83 -1.41
C 0.13 -1.89 -0.67
H -2.37 -4.55 -3.28
H -2.27 -2.79 -3.01
H -2.59 -3.89 -1.64
H -0.13 -4.47 -4.39
H 1.31 -3.92 -3.52
H 0.11 -2.73 -4.07
H -0.51 -6.07 -2.41
H -0.75 -5.43 -0.78
H 0.86 -5.40 -1.52
*
```



no.,maximum force (Eh/bohr)
1,0.0107
2,0.0405
3,0.0393